[1]
129
Properties=species:S:1:pos:R:3 method="wB97M-V/def2-TZVPD" charge=-1 homo_energy_ev=-4.27 gap_ev=6.251 e_tot_ev=-280941.59340
Cs 0.1769 0.1205 0.3869
Cl -1.9847 5.3174 6.3112
C -1.8987 4.4001 4.8191
C -1.3978 5.0028 3.6570
C -1.3125 4.2850 2.4946
C -1.7249 2.9052 2.3815
O -1.6536 2.2857 1.2924
C -2.2291 2.3266 3.6090
C -2.7312 0.9724 3.6937
N -2.7138 0.0881 2.7739
C -3.3589 -1.1203 3.0136
C -4.6521 -1.2019 3.4721
C -5.2934 -2.4506 3.6294
C -4.6476 -3.6111 3.3234
C -3.3142 -3.5695 2.8406
C -2.5849 -4.7314 2.4956
C -1.3080 -4.6088 2.0377
C -0.7438 -3.3170 1.9225
N -1.3864 -2.2206 2.2329
C -2.6627 -2.3288 2.6834
C -2.3081 3.0926 4.7826
H -1.0712 6.0352 3.6905
H -0.9248 4.7498 1.5952
H -3.1642 0.7133 4.6749
H -5.1936 -0.2869 3.6776
H -6.3152 -2.4757 3.9882
H -5.1374 -4.5713 3.4352
H -3.0559 -5.7027 2.6001
H -0.7161 -5.4711 1.7592
H 0.2700 -3.1812 1.5645
H -2.7086 2.6323 5.6805
C 1.1214 5.4985 -0.8760
As 0.8828 3.5648 -1.1600
C 1.9081 3.5214 -2.8454
C -1.0568 3.5883 -1.6126
C -1.6511 3.6781 -3.0303
C -1.3006 5.0414 -3.6364
C -1.1458 2.5435 -3.9413
As -0.5662 0.8479 -3.0921
C -2.2592 0.0969 -2.4162
C -0.5438 -0.1443 -4.7860
C -3.1801 3.5916 -2.8338
As -4.5612 3.6655 -4.2618
C -3.6700 4.2689 -5.9090
C -4.6800 1.7732 -4.7786
H 0.8239 6.0765 -1.7510
H 2.1686 5.6910 -0.6442
H 0.5165 5.8038 -0.0216
H 1.5944 4.2569 -3.5841
H 1.8899 2.5237 -3.2804
H 2.9323 3.7398 -2.5388
H -1.4311 4.4317 -1.0215
H -1.4675 2.7179 -1.0951
H -0.2238 5.2009 -3.6251
H -1.7623 5.8450 -3.0558
H -1.6373 5.1269 -4.6679
H -0.2469 2.8699 -4.4729
H -1.8905 2.3092 -4.7030
H -3.0493 0.1445 -3.1629
H -2.5631 0.6163 -1.5065
H -2.0474 -0.9425 -2.1568
H 0.2360 0.2628 -5.4300
H -1.5087 -0.0525 -5.2872
H -0.3281 -1.1962 -4.6017
H -3.4693 4.4024 -2.1601
H -3.4353 2.6701 -2.3014
H -3.4805 5.3400 -5.8682
H -4.3754 4.0798 -6.7197
H -2.7417 3.7400 -6.1173
H -5.0268 1.1939 -3.9233
H -3.7430 1.3528 -5.1418
H -5.4300 1.6989 -5.5670
C 4.4989 -7.2357 -0.6625
C 3.1253 -7.3188 -1.3101
C 3.2274 -7.8907 -2.7170
C 1.8454 -8.0593 -3.3209
C 1.0812 -6.7649 -3.2478
C 0.0566 -6.5042 -4.1315
C -0.6345 -5.3023 -4.0577
F -1.6381 -5.0886 -4.9411
C -0.3232 -4.3471 -3.1347
C 0.7177 -4.5855 -2.2319
C 1.0314 -3.5144 -1.2411
O 0.3846 -2.4702 -1.2864
C 2.0960 -3.8464 -0.3169
C 2.7130 -5.0486 -0.4514
N 2.4494 -6.0092 -1.3720
C 1.4180 -5.7951 -2.2817
C 2.6482 -2.9684 0.8403
O 3.6446 -3.4347 1.4200
O 2.0229 -1.9156 1.0901
H 4.9902 -8.2028 -0.7760
H 4.4586 -7.0096 0.4005
H 5.1110 -6.4765 -1.1520
H 2.4950 -7.9944 -0.7165
H 3.7483 -8.8481 -2.6701
H 3.8316 -7.2130 -3.3280
H 1.3053 -8.8381 -2.7719
H 1.9064 -8.3918 -4.3584
H -0.2159 -7.2264 -4.8913
H -0.8559 -3.4081 -3.0725
H 3.5091 -5.2359 0.2539
F 5.3237 3.8349 2.0306
C 4.5973 2.9370 1.2289
F 4.1167 3.7224 0.1865
H 5.3477 2.2665 0.7912
C 2.7889 1.0877 5.3862
N 1.4578 1.4196 4.7593
C 1.2698 2.9235 4.8105
N 2.3531 3.6131 4.2007
C 3.6165 3.2250 4.8093
N 3.8585 1.7855 4.7620
C 4.1981 1.3135 3.4043
P 3.1019 1.9538 2.0335
C 1.4643 0.9682 3.3262
C 2.3812 3.5308 2.7281
H 2.9227 0.0103 5.2973
H 2.7222 1.3756 6.4404
H 0.7136 0.9960 5.3210
H 1.1951 3.1951 5.8685
H 0.3332 3.1399 4.3044
H 3.6045 3.5357 5.8594
H 4.4288 3.7336 4.2935
H 4.1212 0.2250 3.3896
H 5.2434 1.5773 3.2297
H 1.6103 -0.1201 3.3413
H 0.4497 1.1703 2.9699
H 1.3536 3.6017 2.3680
H 2.9228 4.4049 2.3624

[2]
118
Properties=species:S:1:pos:R:3 method="wB97M-V/def2-TZVPD" homo_energy_ev="-5.62 / -6.28" gap_ev="6.249 / 5.627" s2=2.010 e_tot_ev=-91529.93133 multiplicity=3
Pd -0.0687 0.2188 -0.2076
C 3.1516 0.1010 3.3713
C 2.3420 1.3949 3.2004
C 2.3021 2.1759 4.5196
P 0.7387 0.9885 2.3305
C -0.3235 2.4925 2.4831
C -1.1385 2.7600 3.7428
C 0.4863 3.7151 2.0434
C 0.0203 -0.3176 3.4069
C -0.1587 -0.1188 4.7792
C -0.7040 -1.1118 5.5783
C -1.0878 -2.3191 5.0107
C -0.9011 -2.5333 3.6529
C -0.3282 -1.5537 2.8313
Si 0.0163 -1.7900 0.9885
C 1.8101 -2.4237 0.8512
C 2.2438 -3.4981 1.6415
C 3.4631 -4.1184 1.4176
C 4.2868 -3.6655 0.3923
C 3.9070 -2.5658 -0.3602
C 2.6825 -1.9272 -0.1306
P 2.2351 -0.3374 -0.9244
C 3.3406 0.8957 -0.1020
C 4.8157 0.5779 0.1256
C 3.1518 2.2567 -0.7793
C 2.7014 -0.3367 -2.7091
C 4.1445 -0.5802 -3.1561
C 1.7417 -1.2554 -3.4590
C -1.0285 -3.2321 0.3390
C -1.0087 -4.5159 0.9063
C -1.8433 -5.5244 0.4561
C -2.7286 -5.2709 -0.5851
C -2.7422 -4.0240 -1.1845
C -1.8925 -3.0007 -0.7477
P -1.8154 -1.3888 -1.6317
C -1.8431 -1.9188 -3.4376
C -3.1610 -2.1793 -4.1726
C -0.9161 -3.1290 -3.6341
C -3.4178 -0.5332 -1.2272
C -3.8224 0.4951 -2.2928
C -4.6062 -1.4069 -0.8414
H 4.1999 0.3293 3.5861
H 3.1199 -0.5426 2.4872
H 2.7539 -0.4827 4.2041
H 2.8587 2.0223 2.4674
H 2.1685 1.5054 5.3705
H 1.5172 2.9275 4.5509
H 3.2557 2.6924 4.6631
H -1.0252 2.3033 1.6829
H -0.5209 3.0455 4.5977
H -1.7460 1.9016 4.0301
H -1.8197 3.5915 3.5355
H 1.1297 4.0896 2.8427
H -0.1975 4.5194 1.7616
H 1.1132 3.4952 1.1744
H 0.1060 0.8284 5.2308
H -0.8426 -0.9363 6.6382
H -1.5344 -3.0917 5.6261
H -1.2182 -3.4763 3.2240
H 1.6159 -3.8494 2.4563
H 3.7730 -4.9526 2.0366
H 5.2371 -4.1486 0.1987
H 4.5896 -2.1861 -1.1088
H 2.8682 0.9432 0.8703
H 5.4033 0.6405 -0.7909
H 4.9726 -0.4030 0.5737
H 5.2222 1.3236 0.8162
H 3.5878 2.2681 -1.7825
H 3.6480 3.0376 -0.1963
H 2.0959 2.5244 -0.8758
H 2.4416 0.6910 -2.9827
H 4.3899 -1.6431 -3.1672
H 4.8840 -0.0564 -2.5546
H 4.2457 -0.2194 -4.1829
H 1.9689 -2.3039 -3.2461
H 1.8239 -1.1045 -4.5394
H 0.7108 -1.0647 -3.1650
H -0.3148 -4.7424 1.7077
H -1.8068 -6.5056 0.9151
H -3.3981 -6.0472 -0.9351
H -3.4264 -3.8466 -2.0043
H -1.3693 -1.0560 -3.9169
H -3.5951 -3.1436 -3.8983
H -2.9619 -2.2166 -5.2488
H -3.9045 -1.4096 -4.0063
H -1.4541 -4.0575 -3.4386
H -0.0555 -3.1193 -2.9695
H -0.5510 -3.1617 -4.6651
H -3.1152 0.0224 -0.3434
H -4.5153 0.0578 -3.0112
H -2.9669 0.9096 -2.8310
H -4.3367 1.3316 -1.8191
H -4.9624 -2.0056 -1.6856
H -5.4281 -0.7546 -0.5295
H -4.3801 -2.0810 -0.0148
C 1.3006 3.8521 -3.5442
C 0.8633 2.5513 -3.7333
C -0.0199 1.9610 -2.8353
C -0.4990 2.6500 -1.7098
C -0.0459 3.9707 -1.5394
C 0.8318 4.5570 -2.4369
N -1.3543 1.9979 -0.8091
C -2.4776 2.6673 -0.3526
C -3.1828 2.2235 0.7855
C -4.3611 2.8286 1.2057
C -4.8960 3.9085 0.5204
C -4.2276 4.3537 -0.6173
C -3.0577 3.7506 -1.0502
H 1.9788 4.3160 -4.2495
H 1.1949 1.9938 -4.6040
H -0.3824 0.9526 -3.0023
H -0.4082 4.5381 -0.6921
H 1.1588 5.5776 -2.2694
H -2.8184 1.3543 1.3230
H -4.8649 2.4431 2.0858
H -5.8096 4.3855 0.8541
H -4.6374 5.1759 -1.1933
H -2.5853 4.1026 -1.9594

[3]
123
Properties=species:S:1:pos:R:3 method="wB97M-V/def2-TZVPD" charge=+1 homo_energy_ev="-10.33 / -10.01" gap_ev="7.441 / 6.743" s2=0.754 e_tot_ev=-85339.51456 multiplicity=2
Ir 1.0854 0.1428 0.9591
O -0.1521 2.0621 -2.2529
C -0.0779 0.9032 -1.9070
N -0.3633 0.5323 -0.5779
C -1.5122 1.0866 -0.0995
O -2.5164 1.3577 -0.7264
C -1.4351 1.4920 1.3569
C -2.4497 2.2542 1.9054
C -2.2743 2.7981 3.1671
C -1.0808 2.5686 3.8344
C -0.1215 1.7667 3.2455
N -0.3059 1.2296 2.0345
C 0.2924 -0.1169 -2.9617
C 0.2093 0.3045 -4.2883
C 0.5069 -0.5983 -5.2922
C 0.8863 -1.8855 -4.9415
C 0.9490 -2.2045 -3.5950
N 0.6556 -1.3475 -2.6218
H -3.3317 2.4222 1.3036
H -3.0465 3.4099 3.6142
H -0.8877 2.9921 4.8098
H 0.8253 1.5443 3.7183
H -0.0934 1.3187 -4.5008
H 0.4374 -0.3056 -6.3316
H 1.1209 -2.6296 -5.6905
H 1.2434 -3.2014 -3.2800
C 6.8068 -1.0408 -2.9466
C 5.4455 -1.5955 -3.3910
C 5.0255 -0.9472 -4.7183
C 5.5658 -3.1044 -3.5989
C 4.4125 -1.2536 -2.3286
C 3.7035 -2.2058 -1.6143
C 2.7544 -1.8053 -0.6951
N 2.5059 -0.5352 -0.4021
C 3.1814 0.4141 -1.0838
C 4.1197 0.0781 -2.0384
C 2.8146 1.8134 -0.7817
C 3.3379 2.9005 -1.4646
C 2.9241 4.1895 -1.1645
C 1.9886 4.3193 -0.1384
C 1.5029 3.2018 0.4982
N 1.8965 1.9672 0.1775
C 3.4235 5.4165 -1.9119
C 4.0323 6.4052 -0.9072
C 4.4805 5.0624 -2.9572
C 2.2233 6.0651 -2.6186
H 7.5662 -1.2906 -3.6888
H 7.1110 -1.4679 -1.9897
H 6.7852 0.0450 -2.8430
H 5.7419 -1.2111 -5.4974
H 4.9968 0.1411 -4.6517
H 4.0380 -1.2953 -5.0284
H 6.2952 -3.3031 -4.3841
H 4.6165 -3.5456 -3.9105
H 5.9084 -3.6125 -2.6956
H 3.8450 -3.2640 -1.7782
H 2.1427 -2.5227 -0.1844
H 4.6340 0.8647 -2.5685
H 4.0598 2.7366 -2.2475
H 1.6199 5.2888 0.1647
H 0.7732 3.2942 1.2885
H 4.8470 5.9453 -0.3453
H 3.2913 6.7723 -0.1966
H 4.4318 7.2681 -1.4412
H 5.3626 4.6052 -2.5035
H 4.8040 5.9728 -3.4616
H 4.0864 4.3897 -3.7218
H 1.4462 6.3534 -1.9100
H 1.7805 5.3814 -3.3445
H 2.5491 6.9639 -3.1440
S 2.7452 0.2557 2.5529
C -1.7795 -1.6365 6.1067
C -2.2602 -0.5707 5.1325
C -1.9435 -1.0014 3.6958
C -0.5794 -1.7283 3.6015
C 0.3692 -1.3523 4.7430
C -0.2490 -1.6466 6.1272
P 0.1888 -1.8426 1.8943
C 1.3093 -3.3097 2.2162
C 1.3486 -4.4235 1.1537
C 2.0710 -5.6525 1.7074
C 3.4770 -5.3094 2.1853
C 3.4320 -4.2084 3.2383
C 2.7237 -2.9621 2.7105
C -1.2963 -2.4896 0.9998
C -1.1134 -2.6849 -0.5045
C -2.4797 -2.8227 -1.1816
C -3.4333 -3.7352 -0.3830
C -2.6562 -4.6075 0.5972
C -1.9612 -3.7348 1.6471
H -2.1700 -2.6088 5.7886
H -2.1664 -1.4638 7.1113
H -1.7707 0.3784 5.3705
H -3.3343 -0.4003 5.2248
H -2.0194 -0.1508 3.0259
H -2.7261 -1.6905 3.3771
H -0.8047 -2.7900 3.7521
H 0.6623 -0.3069 4.6681
H 1.2953 -1.9176 4.6502
H 0.0985 -0.8826 6.8262
H 0.1173 -2.6008 6.5102
H 0.8043 -3.7664 3.0773
H 1.8570 -4.1063 0.2389
H 0.3433 -4.7027 0.8480
H 2.0990 -6.4346 0.9462
H 1.4953 -6.0550 2.5485
H 4.0794 -4.9726 1.3327
H 3.9694 -6.1977 2.5844
H 4.4397 -3.9436 3.5630
H 2.9035 -4.5788 4.1242
H 3.3250 -2.5234 1.9144
H 2.6894 -2.1991 3.4870
H -1.9892 -1.6422 1.1072
H -0.5027 -3.5665 -0.7047
H -0.5736 -1.8455 -0.9232
H -2.3344 -3.2136 -2.1910
H -2.9200 -1.8291 -1.2988
H -4.0254 -4.3533 -1.0581
H -4.1487 -3.1309 0.1832
H -1.9222 -5.2089 0.0524
H -3.3177 -5.3135 1.1018
H -1.2467 -4.3403 2.2092
H -2.7126 -3.4128 2.3694

no.,molar mass (g mol⁻¹)
1,1268.15
2,882.47
3,999.34